{"formula": "C16H34BeO3P2S", "method": "wB97M-V/def2-TZVPD", "homo_ha": [-0.1831, -0.1831], "orbital_gap_ev": [5.25, 5.25], "e_lumo_ev": [0.27, 0.27], "species": ["H", "H", "C", "C", "H", "H", "H", "H", "P", "H", "C", "H", "C", "H", "H", "C", "C", "S", "O", "H", "P", "H", "C", "H", "H", "C", "H", "H", "C", "C", "O", "C", "O", "C", "H", "H", "Be", "C", "H", "H", "H", "H", "H", "H", "H", "H", "H", "C", "H", "H", "H", "H", "C", "C", "H", "H", "H"], "coordinates": [[0.75853, 2.62921, 0.44390], [-1.22344, -3.96146, -1.76991], [0.64027, 0.56663, -3.50807], [1.59361, -0.62918, -0.04496], [1.65618, -2.79929, 0.41170], [2.69390, -0.73025, -0.17245], [-0.62315, 3.50873, 4.40143], [-1.32470, -0.43978, -3.62008], [0.35501, 1.70362, -2.02065], [-0.82931, -3.13627, 0.03350], [-1.49461, 0.04194, -0.22532], [1.71774, 0.30319, -3.52455], [-0.96536, 1.34324, 0.21186], [-1.94823, 3.21538, 5.56297], [0.43671, 1.19171, -4.40267], [0.97495, -1.96477, 0.22616], [0.85753, -1.68027, 4.84745], [-1.40640, 1.28516, 4.27212], [-2.47664, 1.42973, 3.33310], [-1.59288, 3.09083, -1.71660], [0.00225, -1.94381, -2.23861], [2.52960, 2.56829, -2.55970], [-1.24914, 2.43199, -2.52220], [1.98134, -3.24852, -1.81335], [-0.02013, -1.26699, -4.51000], [-1.15315, -3.28547, -2.63326], [-0.94476, -0.23377, -1.17394], [0.38540, -2.55291, 5.33258], [-1.01214, 2.80000, 5.14811], [1.56111, 3.02521, -2.30815], [-1.50649, 0.17761, 5.35758], [1.67157, -2.55902, -2.60730], [-0.03228, 0.82198, 3.74485], [1.30411, 0.55026, 0.91902], [-1.67570, 2.11440, 0.53174], [1.14445, -1.98656, 3.83098], [-0.10948, -0.32138, 4.84953], [-0.24898, -0.69743, -3.58966], [-0.77881, -3.83815, -3.50817], [-2.00057, 1.64437, -2.67396], [1.65020, -3.08400, -3.57089], [0.84791, 0.22614, 1.87477], [1.65694, 3.59417, -1.37504], [-2.14637, -2.85483, -2.84243], [-0.25142, 2.61560, 5.93523], [-2.31786, -1.59937, 0.93869], [1.22277, 3.68279, -3.12325], [0.41404, 1.58919, 0.25721], [2.39072, -1.73047, -2.65486], [-1.00533, -0.74528, 1.75274], [-2.55746, 0.12513, -0.52486], [1.78859, -1.40951, 5.38349], [-1.32728, -1.13942, 0.77269], [-0.39242, -2.14448, 0.17716], [2.27554, 1.01336, 1.18856], [-1.13557, 3.01100, -3.45030], [1.23909, -0.31822, -1.05393]], "forces_ev_per_a": [[-0.54, -0.50, 0.03], [-0.02, 0.11, -0.38], [0.00, 0.69, -0.72], [0.86, -0.49, 0.61], [-0.32, -0.03, -0.79], [-0.58, -0.14, 0.24], [-0.11, -0.35, 0.18], [0.44, -0.07, 0.06], [1.33, -1.96, -2.26], [0.50, -0.04, 0.60], [-0.68, 0.33, -0.10], [-0.52, 0.10, 0.03], [0.41, 1.44, 2.54], [0.47, -0.30, -0.08], [0.29, -0.46, 0.07], [-0.63, -0.54, 2.11], [0.32, -0.36, 0.53], [1.25, -0.61, 0.31], [0.77, 0.02, 1.06], [-0.08, -0.10, -0.23], [-0.92, 2.05, -1.01], [-0.27, 0.21, 0.09], [0.00, 0.20, 0.33], [0.03, 0.11, -0.24], [-0.22, 0.67, -0.23], [0.27, -0.37, -0.80], [-0.40, 0.36, 0.69], [0.38, 0.29, -0.03], [-0.49, 0.36, -0.05], [-0.10, 0.43, -0.57], [-0.96, 1.52, -0.78], [0.00, -0.47, -0.29], [-1.57, 1.13, 0.13], [1.11, -0.36, -1.19], [0.32, 0.04, -0.70], [-0.07, 0.17, 0.16], [0.67, -1.29, -0.52], [0.14, -0.79, -0.97], [-0.46, -0.14, 0.11], [0.26, 0.21, 0.13], [0.21, 0.00, 0.15], [0.25, 0.21, -0.88], [0.08, 0.02, -0.32], [0.38, -0.20, 0.07], [-0.62, -0.10, -0.61], [0.43, 0.10, -0.08], [0.40, 0.03, 0.18], [-3.23, 0.67, 2.48], [-0.28, -0.22, 0.05], [0.14, -0.41, -0.56], [0.37, 0.10, 0.24], [-0.19, -0.46, -0.13], [-1.00, 0.81, -1.36], [2.65, -1.03, 2.35], [-0.48, -0.15, -0.16], [0.05, -0.19, 0.25], [-0.02, -0.27, 0.25]], "mulliken_charge": [0.832, 0.389, -1.091, 0.770, 0.453, 0.614, 0.304, 0.307, 1.459, 0.864, 0.407, 0.319, -0.988, 0.355, 0.560, -1.210, -0.574, 1.259, -0.485, 0.423, 1.499, 0.361, -1.566, 0.390, 0.540, -1.469, -1.178, 0.273, -0.960, -1.439, -0.449, -1.527, -0.165, -0.672, 0.366, 0.059, -0.167, -0.986, 0.432, 0.295, 0.464, -0.396, 0.361, 0.346, 0.336, 0.501, 0.422, -0.380, 0.314, -0.465, 0.613, 0.154, -0.291, -0.581, 0.613, 0.474, -1.088]}